{
  "formula": "C39H78F8N2O25S8",
  "method": "ωB97M-V/def2-TZVPD",
  "total_charge": 0,
  "homo_ev": -9.6659,
  "de_lowest_kj_mol": 0.0,
  "e_tot_ha": -7507.320661,
  "smiles": "FC(F)C(F)(F)COC(F)(F)C(F)F.CCOS(C)(=O)=O.CCOS(C)(=O)=O.CCOS(C)(=O)=O.CCOS(C)(=O)=O.CCOS(C)(=O)=O.CCOS(C)(=O)=O.CCOS(C)(=O)=O.CCOS(C)(=O)=O.c1ccncc1.c1ccncc1",
  "gap_ha": 0.358,
  "fmax_ha_per_bohr": 0.082,
  "species": ["O", "S", "O", "O", "C", "C", "C", "H", "H", "H", "H", "H", "H", "H", "H", "O", "S", "O", "O", "C", "C", "C", "H", "H", "H", "H", "H", "H", "H", "H", "O", "S", "O", "O", "C", "C", "C", "H", "H", "H", "H", "H", "H", "H", "H", "O", "S", "O", "O", "C", "C", "C", "H", "H", "H", "H", "H", "H", "H", "H", "O", "S", "O", "O", "C", "C", "C", "H", "H", "H", "H", "H", "H", "H", "H", "O", "S", "O", "O", "C", "C", "C", "H", "H", "H", "H", "H", "H", "H", "H", "O", "S", "O", "O", "C", "C", "C", "H", "H", "H", "H", "H", "H", "H", "H", "O", "S", "O", "O", "C", "C", "C", "H", "H", "H", "H", "H", "H", "H", "H", "N", "C", "C", "C", "C", "C", "H", "H", "H", "H", "H", "N", "C", "C", "C", "C", "C", "H", "H", "H", "H", "H", "C", "C", "C", "F", "F", "F", "F", "O", "C", "C", "F", "F", "F", "F", "H", "H", "H", "H"],
  "xyz": [[-8.398, -11.901, -25.276], [-9.490, -10.953, -25.586], [-9.498, -9.599, -24.955], [-9.422, -10.714, -27.216], [-9.129, -11.767, -28.071], [-8.734, -11.180, -29.392], [-11.104, -11.775, -25.507], [-9.977, -12.438, -28.208], [-8.371, -12.480, -27.748], [-7.844, -10.557, -29.482], [-9.549, -10.558, -29.761], [-8.610, -11.940, -30.163], [-11.374, -12.177, -26.484], [-11.807, -10.944, -25.444], [-11.473, -12.282, -24.616], [-10.445, -2.084, -21.236], [-9.460, -1.516, -20.279], [-9.298, -0.071, -19.955], [-9.598, -2.388, -18.892], [-9.158, -1.878, -17.630], [-10.438, -1.351, -16.797], [-7.774, -2.174, -20.754], [-8.506, -1.009, -17.717], [-8.628, -2.687, -17.128], [-11.017, -2.210, -16.458], [-11.027, -0.773, -17.511], [-10.165, -0.696, -15.970], [-7.290, -1.556, -21.510], [-7.914, -3.174, -21.164], [-7.130, -2.371, -19.897], [4.793, -3.214, -31.955], [4.494, -4.623, -32.341], [5.570, -5.632, -32.329], [3.268, -5.210, -31.422], [3.414, -6.239, -30.467], [2.238, -7.044, -30.411], [3.516, -4.662, -34.059], [3.526, -5.664, -29.548], [4.346, -6.796, -30.571], [2.313, -7.879, -29.714], [1.862, -7.514, -31.320], [1.482, -6.322, -30.103], [3.406, -5.739, -34.190], [4.004, -4.154, -34.890], [2.543, -4.266, -33.766], [2.354, -15.545, -13.405], [2.977, -15.542, -14.708], [3.709, -16.686, -15.246], [1.860, -14.985, -15.794], [1.835, -15.546, -17.129], [0.590, -14.903, -17.827], [4.096, -14.109, -14.781], [1.569, -16.602, -17.179], [2.790, -15.417, -17.638], [0.461, -15.408, -18.784], [0.858, -13.850, -17.918], [-0.304, -14.890, -17.202], [3.598, -13.167, -14.550], [4.518, -14.055, -15.785], [4.851, -14.169, -13.996], [-3.183, -0.122, -17.085], [-2.836, -0.881, -15.904], [-3.430, -0.639, -14.628], [-3.008, -2.483, -16.362], [-2.741, -3.451, -15.427], [-3.186, -4.941, -15.877], [-0.945, -0.979, -15.768], [-3.337, -3.193, -14.552], [-1.667, -3.473, -15.242], [-3.184, -5.513, -14.949], [-2.471, -5.358, -16.586], [-4.228, -4.843, -16.181], [-0.564, -0.290, -16.522], [-0.534, -1.943, -16.070], [-0.799, -0.843, -14.696], [-0.842, 3.594, -27.451], [-0.673, 2.823, -28.688], [-1.075, 1.396, -28.733], [-1.460, 3.589, -29.835], [-1.563, 5.043, -29.684], [-1.981, 5.555, -31.051], [0.980, 3.004, -29.414], [-0.660, 5.512, -29.293], [-2.201, 5.385, -28.870], [-1.365, 4.913, -31.680], [-1.803, 6.616, -31.224], [-2.998, 5.240, -31.285], [1.284, 4.006, -29.717], [1.051, 2.249, -30.197], [1.670, 2.792, -28.597], [2.772, -6.127, -13.626], [4.133, -6.691, -13.604], [4.560, -7.423, -12.395], [4.308, -7.684, -14.929], [3.460, -7.515, -16.010], [2.970, -8.905, -16.427], [5.426, -5.399, -14.013], [4.108, -7.197, -16.827], [2.620, -6.822, -15.957], [2.025, -9.165, -15.951], [3.706, -9.702, -16.317], [2.568, -8.956, -17.439], [4.971, -4.864, -14.846], [6.315, -5.931, -14.353], [5.593, -4.664, -13.226], [-1.351, -8.027, -24.743], [-2.272, -8.055, -23.594], [-1.882, -7.693, -22.274], [-3.571, -6.976, -23.921], [-4.183, -7.030, -25.193], [-3.539, -5.938, -26.145], [-3.258, -9.658, -23.655], [-5.249, -6.807, -25.161], [-4.185, -8.004, -25.681], [-3.103, -6.471, -26.990], [-2.701, -5.414, -25.685], [-4.308, -5.240, -26.476], [-4.072, -9.598, -22.933], [-2.695, -10.536, -23.340], [-3.659, -9.885, -24.643], [-2.771, -15.933, -29.209], [-2.829, -14.529, -29.322], [-1.925, -13.652, -28.666], [-0.996, -14.285, -27.749], [-0.908, -15.706, -27.708], [-1.738, -16.438, -28.508], [-3.648, -14.154, -29.918], [-1.992, -12.578, -28.578], [-0.420, -13.708, -27.040], [-0.085, -16.249, -27.266], [-1.526, -17.487, -28.368], [0.648, -1.767, -23.338], [1.648, -2.165, -24.229], [2.963, -2.308, -23.835], [3.335, -1.987, -22.522], [2.423, -1.354, -21.719], [1.098, -1.293, -22.129], [1.446, -2.389, -25.266], [3.691, -2.577, -24.585], [4.353, -2.072, -22.172], [2.788, -0.881, -20.820], [0.355, -0.841, -21.489], [-11.828, -1.094, -30.287], [-10.434, -0.471, -29.858], [-9.142, -0.813, -30.553], [-9.124, -0.216, -31.765], [-7.973, -0.565, -29.944], [-10.671, 0.872, -29.949], [-10.415, -0.755, -28.540], [-11.943, -2.491, -30.146], [-13.187, -3.096, -29.892], [-12.882, -4.477, -29.172], [-13.921, -5.221, -28.819], [-12.083, -5.225, -29.889], [-13.936, -2.452, -29.023], [-13.804, -3.324, -31.075], [-11.917, -0.792, -31.330], [-12.589, -0.528, -29.749], [-8.996, -1.893, -30.528], [-12.365, -4.282, -28.233]],
  "forces_ev_per_a": [[-2.3, 1.7, -0.3], [2.2, 0.6, 0.6], [-0.3, -3.8, -1.9], [-0.4, 1.2, 2.6], [0.8, -1.8, -1.2], [-0.5, 0.4, -1.4], [-1.2, 1.8, 0.0], [-0.6, 0.3, -0.1], [0.4, 0.5, 0.7], [0.1, -0.1, 0.8], [-0.1, 0.1, 0.0], [0.0, -0.3, 0.2], [0.5, -0.7, 0.3], [0.2, 0.7, -0.3], [1.2, -0.8, -0.1], [2.1, 1.8, 2.6], [1.2, -0.1, -0.4], [-1.0, -3.3, -0.8], [-0.5, 0.5, -1.3], [-1.5, 1.5, 1.5], [1.3, -0.9, -1.3], [-0.8, -0.3, -0.2], [0.2, -0.2, -0.4], [-0.1, 0.0, -0.1], [-0.1, 0.2, 0.1], [-0.1, 0.0, 0.1], [0.2, -0.2, 0.0], [-0.2, 0.2, 0.2], [-0.5, 0.1, -0.2], [-0.2, 0.8, 0.3], [-0.9, -3.5, -0.9], [0.7, 0.8, -0.5], [-1.8, 1.8, -0.1], [0.5, 1.5, -2.4], [3.3, 0.9, 1.0], [-2.9, -1.0, 0.1], [0.5, -0.6, 2.6], [0.0, -0.4, 0.4], [0.1, 0.1, -0.5], [0.1, 0.3, 0.4], [0.5, 0.3, -0.4], [-0.7, -0.6, 0.2], [0.2, 0.1, -0.3], [0.2, 0.0, 0.5], [0.2, 0.3, -0.2], [0.3, -0.3, -1.4], [0.8, 1.0, -0.4], [-1.5, 1.4, 0.6], [0.9, -1.2, 0.8], [-2.0, -0.3, -0.4], [1.9, 0.8, 0.6], [-0.3, 0.0, 0.3], [0.6, -0.3, 0.9], [-0.1, 0.3, 0.0], [-0.2, 0.3, 0.0], [-0.3, 0.1, -0.7], [0.1, -0.6, 0.0], [-0.6, -0.3, -0.2], [0.1, -0.2, 0.2], [0.1, -0.6, -0.2], [0.1, -0.8, 1.5], [2.2, -1.7, -2.3], [0.0, -0.1, -0.2], [-1.1, 2.6, -1.6], [-0.4, -2.6, 1.0], [0.4, 2.6, 1.0], [-1.6, 0.1, 0.0], [0.4, -0.3, 0.5], [0.0, -0.1, 0.5], [0.2, -0.2, -0.1], [-0.5, 0.0, -0.2], [0.2, -0.4, -0.5], [0.0, 0.6, 0.7], [-0.6, -0.2, 0.1], [0.6, 0.6, -0.3], [0.7, -1.3, -1.8], [-0.8, -1.2, 1.0], [1.1, 3.4, -0.1], [-0.6, 0.6, 0.5], [-0.3, 1.1, 0.5], [0.4, -1.3, 0.1], [0.2, -0.5, 1.3], [0.8, -0.5, -0.7], [-0.8, -0.9, -0.1], [0.1, 0.6, -0.7], [-0.1, -0.2, 0.1], [-0.1, 0.4, 0.2], [-0.8, 0.0, -0.2], [0.0, 0.2, 0.0], [0.0, -0.5, 0.0], [2.5, -0.7, -0.3], [-0.3, -0.3, 1.7], [-0.6, 1.3, -2.9], [0.5, 1.3, 3.6], [-0.4, -1.2, -3.1], [-1.4, -0.1, -0.2], [-1.4, -0.7, -0.5], [0.0, 0.5, -0.1], [0.2, 0.1, 0.8], [0.3, -0.2, 1.0], [0.0, 0.2, 0.2], [0.7, 0.5, -0.5], [0.1, -0.1, -0.1], [-0.1, 0.1, 0.3], [-0.1, -0.6, 0.3], [-1.6, -0.2, 2.2], [-1.8, 0.3, -3.1], [0.0, -0.4, -0.3], [1.5, -1.9, 1.2], [0.4, 1.5, -1.9], [-0.2, -1.3, 0.2], [0.3, 0.3, 0.6], [0.0, 0.1, 1.0], [0.6, -0.2, 0.3], [-0.1, 0.2, -0.3], [-0.3, 0.0, 0.3], [0.2, 0.0, -0.1], [0.0, 0.5, -0.1], [0.6, 0.4, -0.1], [0.2, 0.5, 0.0], [0.8, 2.2, -0.3], [1.2, -1.8, 1.1], [0.5, -2.6, 2.0], [-1.2, -0.9, -1.1], [0.8, 2.7, -0.7], [-1.1, 0.5, 0.2], [0.0, 0.0, -0.1], [-0.3, 0.0, -0.6], [0.2, 0.3, -0.3], [-0.1, 0.3, 0.7], [-0.9, -0.6, -0.9], [2.3, 0.4, -0.2], [-1.0, 0.5, 2.2], [0.2, 0.1, 0.4], [0.3, 0.4, -1.0], [-0.1, -0.1, 0.1], [-0.6, -0.8, -1.9], [-0.8, 0.0, 0.1], [0.1, -0.3, 0.1], [0.2, -0.1, -0.2], [-0.4, -0.1, 0.3], [-0.2, -0.1, 0.0], [0.7, 1.0, -1.7], [-2.9, 0.5, 1.4], [0.8, -2.2, -0.4], [-0.2, -0.4, 0.1], [0.4, 2.0, 1.1], [0.3, 0.0, -0.2], [1.3, -0.2, 0.7], [-0.5, -0.6, 0.8], [2.1, -2.1, -0.2], [1.2, 1.4, 1.4], [-1.7, -0.1, -0.4], [1.1, -0.9, -1.7], [-0.9, 1.2, -0.2], [-0.5, 0.6, 0.5], [-0.3, -0.3, -0.3], [0.3, -0.1, 0.4], [-1.3, -0.5, -1.3], [0.1, 0.7, 0.1]]
}